Entry 1:
Formula: C42H47BaF3N5S
Source: the Open Molecules 2025 dataset
Level of theory: ωB97M-V/def2-TZVPD

Element x y z (Å)
C -1.07 0.84 -3.28
C 2.20 -2.31 3.96
H -1.46 3.05 -6.32
H 2.04 2.60 6.50
H 0.93 3.54 -6.17
C -6.07 3.12 0.77
H -3.62 4.24 3.49
H 1.97 -2.32 6.07
H 0.06 3.87 5.62
C 1.85 2.66 2.08
N -2.28 1.07 -0.48
C 0.51 2.49 2.45
H 3.56 5.17 1.93
N 1.75 1.99 -0.27
F 3.90 -3.22 5.32
H 4.66 5.48 0.59
C -2.42 0.72 -2.91
C -4.41 1.00 -1.38
C -1.39 2.61 3.67
H -0.26 -1.20 6.01
N -0.46 2.02 1.64
H -1.99 2.87 5.69
C 3.55 -2.97 4.03
H -5.24 3.64 1.24
S 2.36 -2.22 1.18
C -4.54 1.30 -0.06
C 5.07 2.82 -1.77
C -5.50 0.84 -2.40
F 4.54 -2.22 3.53
H 4.05 4.12 -3.18
C 1.53 -2.05 5.13
H -4.89 -1.13 -3.09
H -0.85 0.65 -6.74
H -3.12 0.60 -3.72
N 0.40 -1.36 2.71
H 5.29 5.39 2.24
C 2.29 1.68 -2.63
F 3.59 -4.17 3.41
C 1.45 2.22 5.66
C -5.78 -0.63 -2.71
H -3.73 1.91 2.45
H -2.21 0.13 -5.77
C 0.73 3.35 4.92
C -2.88 1.76 1.79
H -2.44 5.03 4.53
H -2.82 2.18 -7.03
H 1.46 4.10 4.59
H 2.51 3.04 2.84
C 4.56 4.97 1.55
H 3.09 1.81 -3.36
C 1.68 1.56 -5.68
H -6.10 -1.16 -1.81
C -0.60 0.97 -4.65
C -5.79 1.62 0.70
C 1.05 1.28 -3.15
H -2.80 2.54 -5.30
H -6.64 1.11 0.22
H -5.73 1.21 1.71
C -2.44 2.87 4.70
H 2.59 3.26 -6.70
H 2.65 1.10 -5.48
C -3.16 4.21 4.48
H -3.94 4.38 5.22
H -6.41 1.32 -2.04
H 5.19 1.98 -2.47
H -6.98 3.34 1.34
C -1.63 2.09 2.32
H -5.22 1.36 -3.32
H 2.23 3.54 -4.99
H -1.18 -0.59 3.77
C 2.61 2.03 -1.32
C 3.77 2.84 0.44
C -3.19 1.36 0.48
C 2.41 2.48 0.81
C 4.78 3.46 1.36
H 2.12 1.68 4.98
H 5.78 3.28 0.97
C 0.28 -1.43 5.10
H -6.19 3.53 -0.24
C -0.05 2.85 3.75
H 5.81 4.27 -3.22
C -0.22 -1.10 3.86
H 1.32 1.11 -6.61
C -1.46 0.92 -5.87
C 3.90 2.57 -0.88
Ba 0.10 -0.01 0.08
H 0.73 1.50 6.04
C 0.73 1.25 -4.57
C -2.18 2.25 -6.15
H -6.57 -0.73 -3.46
C 1.62 -1.96 2.70
H 4.89 4.98 -1.89
N -0.04 0.99 -2.41
C 4.95 4.12 -2.57
H -3.18 2.06 4.69
H 5.99 2.84 -1.17
H 4.73 2.96 2.34
C -2.98 0.88 -1.63
C 1.87 3.06 -5.90

Output
HOMO level, eV: -3.89
Relative energy (zero: lowest compared OMol25 entry of this formula, charge and spin), kcal/mol: 1.1
HOMO-LUMO gap, eV: 5.79
Total charge: -1
Max |F|, eV Å⁻¹: 0.517
M, g mol⁻¹: 848.26

=====

Entry 2:
Formula: C42H47Cl2MoN5S4
Source: the Open Molecules 2025 dataset
Level of theory: ωB97M-V/def2-TZVPD

Element x y z (Å)
C 2.52 -0.87 -1.48
H 5.53 -0.15 1.35
H -0.27 4.22 0.31
H -3.05 -2.18 -1.84
H -0.31 -0.35 6.15
S -1.01 -4.20 -2.50
S 0.98 -4.00 -2.31
N -0.13 0.12 -1.26
H -1.16 3.12 1.36
C 1.57 -2.00 4.88
C 0.15 -0.28 -7.00
C -1.79 0.84 2.50
C -2.54 0.72 1.34
H -5.13 -2.07 -0.69
C 2.95 -1.49 5.33
N -1.92 0.29 0.15
H 0.96 0.04 -7.64
H -2.30 1.21 3.38
C 0.45 -0.73 -5.73
H 5.97 -2.73 -2.07
H -0.48 2.09 6.69
C -0.39 2.23 -0.41
C -3.96 0.40 1.15
H -0.35 2.47 4.96
H -4.22 2.55 2.91
H -3.18 -0.80 -6.94
C -2.30 -1.52 -1.45
H -3.07 3.06 -0.18
H 4.88 0.11 -2.44
H -4.31 1.16 4.00
C -0.07 1.75 5.73
C 0.89 4.33 -2.65
C 1.54 3.44 -1.58
C -2.76 -0.60 -0.57
H -5.91 0.72 -1.70
H -1.68 0.38 5.33
Mo -0.20 -1.87 -1.74
H 1.73 4.03 -0.68
C -1.16 -0.27 -7.45
H 6.07 -1.26 2.62
C -0.53 -1.15 -4.78
H -1.40 0.08 -8.45
H 5.86 -0.45 -1.09
C -2.32 3.85 -0.29
C -0.51 0.23 2.74
H 2.86 -0.47 5.73
C -0.05 -0.15 4.05
C -5.13 0.79 2.01
N -0.22 -1.47 -3.49
H 0.92 -2.07 5.76
H -2.70 4.76 0.20
C 1.01 -1.28 2.42
C -5.32 -1.00 -0.51
H -0.05 4.74 -2.28
N 0.21 -0.44 1.79
N 1.63 -1.52 -0.63
H 6.46 -1.55 -3.30
C 4.86 -2.19 1.03
H -4.97 -0.49 -2.59
C -4.84 1.70 3.21
C 5.09 -0.75 -1.80
H -5.86 1.29 1.37
C 2.12 0.34 -2.05
S 0.61 -3.85 1.40
H 4.83 -2.26 -3.34
H -6.13 -0.93 0.22
H -2.21 4.05 -1.36
H 5.74 -2.48 0.45
C -0.86 0.87 -0.44
H 1.54 5.17 -2.92
H 2.51 -2.81 2.34
C -1.85 -1.19 -5.33
H 2.89 0.97 -2.49
C 3.73 -1.84 0.11
C 0.70 2.25 -1.25
H 4.38 -0.71 2.55
S -0.97 -2.98 0.45
C 0.91 0.92 -1.71
H -5.77 2.08 3.63
C 5.63 -1.89 -2.68
C 2.34 -1.99 0.38
C 3.84 -1.16 -1.09
Cl -3.18 -1.79 -4.41
H -5.63 -0.12 2.37
C 0.90 -1.15 3.84
H 1.68 -3.02 4.49
H 2.51 3.10 -1.95
C 5.24 -1.01 1.95
H 3.39 -2.13 6.10
H 4.59 -3.06 1.65
C -5.75 -0.35 -1.84
H -6.68 -0.80 -2.22
H 1.02 1.74 5.81
C -0.59 0.35 5.36
Cl 2.14 -0.84 -5.32
H 0.67 3.75 -3.55
C 1.74 -2.39 1.69
H 3.64 -1.45 4.48
C -0.99 3.39 0.32
C -2.14 -0.75 -6.61
C -4.08 -0.38 0.04

Output
HOMO level, eV: -0.50
HOMO-LUMO gap, eV: 4.78
Total charge: -2
Max |F|, eV Å⁻¹: 2.532
M, g mol⁻¹: 916.99

=====

Entry 3:
Formula: C42H47GeN5O3W
Source: the Open Molecules 2025 dataset
Level of theory: ωB97M-V/def2-TZVPD

Element x y z (Å)
H 12.17 6.14 12.62
H 12.06 13.10 9.29
C 9.92 7.03 16.26
C 18.51 12.48 13.23
O 12.22 12.57 13.79
H 9.16 13.36 13.80
H 16.23 8.91 10.78
C 11.36 7.98 10.70
H 15.35 9.91 9.25
C 13.02 13.49 9.06
C 9.10 8.10 15.96
C 12.96 17.67 13.50
H 8.04 8.13 16.31
C 11.74 7.96 14.88
C 14.44 10.23 9.78
H 11.63 12.07 11.92
H 16.32 14.92 7.75
C 13.00 16.64 14.45
W 12.98 9.82 12.83
C 16.29 13.18 13.80
C 12.93 17.41 12.15
H 9.69 13.35 11.17
C 15.71 9.82 13.98
H 9.73 9.42 12.28
H 15.65 13.64 14.53
C 10.01 14.02 11.97
C 16.80 12.50 11.56
C 13.03 6.66 12.12
H 9.92 12.83 15.77
N 13.24 7.90 12.87
C 13.38 15.05 12.61
H 13.87 5.95 12.34
C 17.55 9.26 15.36
H 10.09 10.95 11.50
N 11.50 9.46 11.03
C 12.60 12.07 12.44
C 13.33 15.38 14.00
C 13.15 13.75 7.72
N 14.50 9.76 11.21
C 13.15 9.87 9.04
H 17.95 13.29 15.20
H 9.11 10.05 14.92
H 9.53 6.24 16.84
H 12.05 6.32 16.12
C 16.34 9.96 15.21
H 13.53 7.47 10.18
N 10.00 13.20 13.25
H 13.24 15.96 10.61
H 9.27 14.83 12.09
N 10.64 12.25 15.31
H 11.40 11.80 15.80
H 12.31 13.57 7.11
H 19.15 8.06 14.55
H 11.05 14.37 11.71
H 10.62 7.54 11.45
Ge 14.04 13.38 11.86
H 11.83 11.31 9.95
H 11.04 10.03 9.12
H 9.39 9.79 10.49
C 15.87 12.99 12.50
H 18.77 11.89 11.18
H 16.72 12.41 10.51
H 15.76 10.55 15.95
O 11.35 9.99 13.81
C 12.66 7.07 10.68
H 13.03 10.40 8.10
C 18.11 12.19 11.95
C 10.90 8.98 14.62
C 15.20 14.33 9.48
H 12.80 16.92 15.49
H 12.42 6.13 10.16
C 15.66 9.30 11.61
H 19.57 12.27 13.43
H 12.80 18.69 13.83
O 14.48 10.44 13.76
C 17.66 13.06 14.18
H 13.93 8.17 14.92
H 14.41 14.34 6.20
H 18.00 7.98 12.24
C 13.05 8.18 14.24
C 18.19 8.60 14.32
C 9.60 9.13 15.21
C 11.93 10.21 9.77
C 13.17 16.09 11.67
H 18.09 9.34 16.23
C 16.29 9.06 12.92
C 15.34 14.60 8.14
H 13.22 8.77 8.81
C 10.08 9.86 11.35
H 16.04 14.63 10.11
H 12.79 18.24 11.45
C 11.22 7.00 15.79
H 10.94 8.00 9.63
C 10.95 12.68 14.05
H 13.56 14.64 14.77
C 17.58 8.51 13.06
C 14.31 14.27 7.23
H 14.55 11.30 9.79
C 14.07 13.75 9.97

Output
HOMO level, eV: -13.35
HOMO-LUMO gap, eV: 7.49
Total charge: +2
Max |F|, eV Å⁻¹: 3.962
M, g mol⁻¹: 926.32

=====

Entry 4:
Formula: C42H48AuBrN4
Source: the Open Molecules 2025 dataset
Level of theory: ωB97M-V/def2-TZVPD

Element x y z (Å)
Br 3.89 2.59 4.81
C 1.47 2.61 -3.04
H -2.04 4.24 -3.66
H -0.31 5.33 -2.18
C 0.39 3.36 -2.60
C 1.40 1.37 -2.38
H 2.00 1.45 -5.51
H 4.54 -4.25 -1.40
C 1.63 -0.01 2.52
H 2.77 -0.09 4.34
H -2.13 5.16 1.08
H 1.74 -5.49 -1.53
H -0.86 4.16 -4.96
C -2.12 2.23 -0.05
H -3.63 6.07 1.28
H -5.12 2.64 2.71
C -2.72 0.57 1.32
H -6.85 0.83 2.59
H 0.85 5.24 -3.47
H 6.45 -1.13 -3.00
C -4.82 1.62 2.46
C -0.01 4.73 -3.04
N 0.31 1.35 -1.56
H -0.58 -5.94 0.55
C 2.78 -5.41 -1.84
H 3.12 0.46 -3.24
C -0.31 2.57 -1.68
H -4.51 1.16 3.40
H 3.26 -6.38 -1.69
C 1.66 -2.54 -0.53
C -1.15 4.72 -4.07
C 3.22 -1.97 -2.07
C 2.80 1.86 3.45
H -1.42 5.73 -4.38
H 1.24 2.77 0.59
H -2.36 -1.56 4.95
H 4.71 -2.91 -3.25
H 1.33 -1.05 2.56
C 1.01 -3.27 0.41
H -3.83 -2.87 3.36
C 2.43 0.53 3.52
H 4.14 -1.40 -3.90
H -3.15 -2.91 5.77
C 1.22 0.82 1.50
C 3.50 -4.31 -1.07
H -2.05 -6.04 1.50
H -0.69 -7.10 1.88
H 2.67 3.72 2.38
C -1.84 -1.66 1.83
H -3.91 4.33 -0.49
C 5.59 -1.17 -2.32
N -1.81 0.94 0.35
N -0.79 -1.68 0.94
C 4.41 -1.90 -2.97
C -2.43 -2.65 4.99
H -1.83 3.97 -1.16
H -2.92 -4.31 3.70
H 0.66 -5.11 2.58
H 3.54 -4.56 -0.01
C -3.29 2.67 0.69
H 2.90 2.81 -6.20
C 1.57 2.15 1.41
C 2.86 -2.97 -1.24
C -0.80 -3.64 2.09
Au -0.22 -0.15 -0.27
C -0.96 -6.09 1.56
H 5.32 -0.15 -2.05
H -0.80 -5.21 3.52
C 2.31 0.30 -2.54
H 2.79 -5.20 -2.91
C -0.42 -5.03 2.51
C 2.13 2.53 -5.48
C 2.50 2.99 -4.06
H -4.96 3.98 0.86
C -2.74 -0.60 1.99
H 3.47 2.56 -3.78
C -1.46 2.97 -0.96
C -2.84 -3.22 3.63
C -3.91 4.03 0.56
H -3.18 4.81 2.45
H -6.37 1.36 0.97
C -3.66 1.67 1.52
H 2.64 4.07 -4.05
H -5.75 -0.15 1.61
C -3.17 5.08 1.39
H -1.45 -3.03 5.29
C 2.26 -0.89 -1.90
C -0.14 -2.87 1.11
C 2.38 2.68 2.41
H 1.19 2.99 -5.79
N 1.32 -1.28 -0.97
H -3.52 -0.73 2.74
C -1.86 -2.87 2.55
H 1.42 -4.25 0.65
C -6.02 0.87 1.88
H 5.90 -1.68 -1.41

Output
HOMO level (alpha / beta), eV: -5.25 / -6.77
HOMO-LUMO gap (alpha / beta), eV: 4.84 / 5.80
2S+1: 3
Expectation value of S²: 2.05
Total charge: 0
Max |F|, eV Å⁻¹: 0.411
M, g mol⁻¹: 885.74